25
Properties=species:S:1:pos:R:3 method="wB97M-V/def2-TZVPD" orbital_gap_ha=0.27293 de_lowest_ev=5.2465
C -1.387 0.561 0.461
C -0.686 -0.779 -1.391
C -2.298 -0.483 0.677
C -1.599 -1.805 1.573
C 1.047 2.062 -0.768
C 1.179 0.146 1.000
C 1.986 -0.201 -1.372
C 0.983 0.598 -0.510
N -0.451 0.199 -0.666
O -0.885 -1.458 -2.320
O -1.256 1.594 1.050
O -0.700 -2.298 0.763
H -3.206 -0.205 1.329
H -2.517 -0.836 -0.286
H -1.265 -1.207 2.532
H -2.411 -2.594 1.784
H 1.374 2.290 -1.820
H 0.117 2.652 -0.825
H 1.757 2.618 -0.136
H 0.929 -0.841 1.237
H 0.641 0.871 1.502
H 2.246 0.305 1.158
H 1.509 -0.115 -2.381
H 2.903 0.214 -1.411
H 1.991 -1.288 -1.179